(1)
23
Properties=species:S:1:pos:R:3:forces:R:3:lowdin_charge:R:1 method="wB97M-V/def2-TZVPD" e_homo_ev=-9.08 orbital_gap_ev=10.12 smiles=Cc1ccccc1.CC de_lowest_ev=1.988
C 0.579 2.144 -0.992 0.181 3.106 0.969 -0.0831
C 0.829 0.721 -0.579 -1.018 1.455 -1.150 -0.3270
C 0.755 0.236 0.707 -0.135 1.226 1.735 -0.0554
C 1.022 -1.117 0.952 -0.804 2.698 -3.822 -0.0750
C 1.282 -1.948 -0.110 1.287 1.989 -0.904 -0.0823
C 1.534 -1.429 -1.388 -2.348 1.328 1.846 -0.0507
C 1.086 -0.113 -1.629 2.423 -1.256 -2.756 -0.0595
H 0.366 2.455 -2.036 0.094 -1.191 0.396 0.0844
H 1.384 2.872 -0.722 0.429 -1.056 -0.270 0.0869
H -0.149 2.727 -0.409 -0.686 -0.890 0.082 0.0645
H 0.467 0.999 1.531 0.615 -1.634 -1.254 0.1495
H 0.853 -1.482 1.849 -0.491 -1.756 4.311 0.0542
H 1.511 -2.928 0.085 0.401 -2.368 0.372 0.0739
H 1.919 -2.084 -2.093 0.443 -0.847 -1.604 0.0761
H 1.192 0.325 -2.701 -0.317 -0.809 2.053 0.1417
C -2.701 1.057 0.955 1.503 -1.028 1.297 -0.1271
C -2.854 -0.361 1.548 3.829 3.422 3.668 -0.1348
H -3.471 1.168 0.302 -2.206 0.401 -2.398 0.0153
H -2.925 1.852 1.689 0.928 -0.309 -0.177 0.0782
H -1.760 1.119 0.358 -0.650 0.478 0.925 0.0499
H -3.750 -0.751 1.505 -4.957 -1.674 -0.536 -0.0050
H -2.625 -0.356 2.683 -0.178 0.077 -1.604 0.1009
H -2.202 -1.063 1.170 1.658 -1.363 -1.180 0.0246

***

(2)
24
Properties=species:S:1:pos:R:3:forces:R:3:lowdin_charge:R:1 method="wB97M-V/def2-TZVPD" e_homo_ev=-10.70 orbital_gap_ev=11.33 de_lowest_ev=0.830
C -5.064 1.875 3.933 -0.114 0.166 0.085 -0.1214
C -4.120 0.811 3.386 -0.047 -0.224 -0.179 -0.2836
C -2.707 0.921 3.949 0.061 0.256 0.140 -0.2261
C -1.765 -0.141 3.392 -0.042 -0.221 -0.093 -0.1720
C -0.362 -0.071 3.978 -0.261 -0.090 -0.018 -0.1881
C 0.723 -0.980 3.387 0.049 -0.155 0.124 -0.0801
O 1.536 0.194 3.063 -0.186 -0.068 -0.108 0.0039
C 0.553 1.048 3.503 0.440 0.995 0.656 -0.4264
O 0.609 2.241 3.543 -0.232 -0.941 -0.263 0.1577
H -6.074 1.770 3.512 0.268 0.033 0.119 0.0707
H -5.146 1.803 5.028 0.015 0.032 -0.278 0.0742
H -4.701 2.885 3.691 -0.098 -0.263 0.073 0.0760
H -4.520 -0.191 3.613 0.082 0.219 -0.063 0.1104
H -4.079 0.883 2.287 -0.004 -0.016 0.250 0.1125
H -2.303 1.923 3.731 -0.062 -0.245 0.070 0.1230
H -2.743 0.834 5.048 0.009 0.028 -0.231 0.1233
H -2.166 -1.143 3.613 0.024 0.198 -0.078 0.1265
H -1.711 -0.060 2.295 0.002 -0.008 0.227 0.1330
H -0.391 -0.100 5.076 0.021 0.058 -0.272 0.1632
H 1.255 -1.630 4.088 -0.113 0.126 -0.173 0.1288
H 0.441 -1.520 2.476 0.060 0.133 0.180 0.1314
O 3.588 -0.640 1.274 -0.278 0.136 0.549 -0.0703
H 3.085 -0.277 2.034 0.358 -0.167 -0.697 0.0101
H 3.355 -1.573 1.247 0.051 0.021 -0.018 0.0234

***

(3)
125
Properties=species:S:1:pos:R:3:forces:R:3:lowdin_charge:R:1 method="wB97M-V/def2-TZVPD" e_homo_ev=-10.28 orbital_gap_ev=10.11 smiles="C[C@H]1COC(=O)O1.C[C@H]1COC(=O)O1.C[C@H]1COC(=O)O1.C[C@H]1COC(=O)O1.C[C@H]1COC(=O)O1.COC(=O)OC.COC(=O)OC.COC(=O)OC.COC(=O)OC.CCCC#N" de_lowest_ev=3.579
C -1.692 -5.130 -0.376 -1.807 0.303 1.789 0.0246
C -2.098 -4.910 1.156 1.776 -1.676 0.122 -0.2641
C -1.781 -3.584 1.857 -1.250 -0.333 -1.321 -0.0376
O -3.106 -2.920 1.866 1.007 0.544 -0.271 0.0473
C -4.053 -3.854 1.573 -2.687 2.394 0.284 -0.5939
O -5.265 -3.717 1.530 2.284 0.582 0.384 0.1360
O -3.476 -4.952 1.312 -0.318 -4.050 -1.236 0.1090
H -2.118 -6.027 -0.831 -0.154 -0.323 0.705 0.0852
H -0.630 -5.233 -0.490 0.507 0.676 -0.207 0.0729
H -2.236 -4.340 -0.899 0.884 0.404 -0.325 0.0668
H -1.709 -5.739 1.816 -0.128 0.660 -0.988 0.1683
H -0.928 -3.095 1.418 -0.353 1.131 -0.626 0.1134
H -1.518 -3.738 2.851 0.234 -0.378 1.880 0.1110
C 2.631 -3.875 -1.227 1.371 -0.042 -1.643 -0.0240
C 1.644 -2.754 -1.065 0.841 -0.747 0.834 -0.2970
C 2.097 -1.433 -1.660 1.994 -0.723 1.393 -0.1020
O 1.133 -1.160 -2.624 3.404 3.910 -0.313 0.1440
C 0.235 -2.033 -2.618 -3.538 -0.658 -1.369 -0.7192
O -0.756 -1.921 -3.265 -1.569 -0.175 -1.285 0.1499
O 0.449 -3.021 -1.832 0.811 -2.304 2.712 0.1170
H 2.341 -4.856 -0.860 0.192 0.270 1.060 0.0811
H 3.688 -3.503 -1.019 -1.393 -0.830 0.452 0.1150
H 2.694 -4.136 -2.288 0.001 0.417 -0.354 0.0899
H 1.493 -2.582 0.023 -0.897 -0.300 -0.807 0.1486
H 3.141 -1.445 -2.013 -0.592 -0.077 -0.623 0.1461
H 2.120 -0.789 -0.803 -0.459 1.255 -0.171 0.0942
C 1.621 4.742 2.316 -0.688 -2.727 -0.018 -0.0066
C 0.288 4.518 2.995 1.911 1.493 0.231 -0.3157
C -0.550 5.764 3.375 -0.846 -1.174 -0.348 -0.0121
O -1.851 5.278 2.963 0.021 2.228 1.196 0.0985
C -1.747 4.244 2.196 -1.690 -3.541 0.808 -0.5966
O -2.699 3.628 1.822 -0.255 0.358 -1.297 0.1595
O -0.521 3.672 2.205 0.123 1.464 0.157 0.0584
H 2.195 3.810 2.447 -0.364 -0.125 -0.249 0.0731
H 2.224 5.370 2.876 0.982 2.174 0.495 0.0744
H 1.486 4.843 1.264 0.225 0.982 -0.784 0.0849
H 0.585 4.096 3.918 -0.363 -1.294 1.115 0.1254
H -0.449 6.638 2.779 0.894 0.830 -0.358 0.1234
H -0.541 6.013 4.459 -0.111 -0.333 -0.825 0.1513
C -3.741 -3.640 -3.522 -2.790 1.436 -1.425 -0.0198
C -3.387 -4.902 -4.294 0.521 1.755 1.103 -0.2673
C -1.973 -5.304 -3.950 1.561 2.886 0.400 -0.1438
O -2.115 -6.623 -3.685 3.668 -1.009 -0.295 0.0863
C -3.334 -6.963 -3.465 -0.374 -4.889 1.456 -0.5996
O -3.477 -8.126 -3.076 -1.757 2.639 -0.643 0.1139
O -4.155 -5.970 -3.728 -1.351 -0.111 -0.101 0.1243
H -4.811 -3.411 -3.700 0.229 0.048 -0.691 0.0998
H -3.266 -2.651 -3.652 0.539 -1.023 -0.361 0.0676
H -3.910 -3.798 -2.495 0.909 -0.771 1.601 0.0631
H -3.531 -4.886 -5.384 -0.262 0.184 0.405 0.1652
H -1.479 -4.757 -3.038 -1.163 -0.774 -1.605 0.1429
H -1.340 -5.106 -4.816 0.284 -0.292 0.122 0.1393
C -2.932 0.510 2.393 2.910 0.081 1.521 0.0364
C -1.732 0.125 3.372 1.528 0.530 -2.301 -0.2146
C -0.925 1.301 4.046 -1.487 -1.479 -1.354 -0.0862
O -0.720 0.808 5.311 1.032 0.610 2.524 0.1094
C -1.535 -0.180 5.570 -0.634 -2.828 4.134 -0.6008
O -1.708 -0.773 6.635 0.870 1.867 -1.698 0.1161
O -2.147 -0.572 4.505 -2.297 -1.090 -1.457 0.1142
H -3.563 1.058 3.030 -1.405 0.618 0.415 0.0828
H -3.393 -0.200 1.776 -0.829 -2.052 0.319 0.0468
H -2.621 1.140 1.599 0.966 1.328 -0.179 0.0341
H -0.895 -0.480 2.945 -1.072 0.117 -0.497 0.1451
H -1.469 2.188 4.083 -1.042 1.713 0.095 0.1139
H 0.036 1.447 3.680 1.422 0.405 -1.390 0.0925
C -2.243 -1.325 -0.695 -2.108 -1.686 -3.455 -0.0673
O -1.794 -0.069 -0.823 1.992 4.266 -0.109 0.0504
C -0.675 0.295 -0.276 4.036 -3.777 4.897 -0.3599
O 0.058 -0.597 0.548 -3.689 4.863 -4.571 -0.0660
O -0.313 1.567 -0.474 -2.086 -2.442 -0.599 0.0273
C 0.886 1.970 0.109 1.237 -2.163 1.927 -0.0543
H -2.667 -1.575 -1.685 0.229 -0.081 0.420 0.1108
H -3.008 -1.433 -0.039 -2.334 0.286 2.279 0.0691
H -1.563 -2.032 -0.461 2.707 -1.928 0.666 0.0464
H 1.635 1.131 0.136 -0.724 1.062 -0.041 0.0934
H 0.693 2.367 1.091 -0.033 -0.501 0.523 0.0761
H 1.227 2.787 -0.409 0.910 1.703 -1.750 0.0457
C 3.380 3.182 6.615 0.790 -2.027 0.243 0.0407
O 2.571 2.698 5.467 -0.492 3.578 1.599 0.0421
C 2.955 1.707 4.822 5.015 -9.801 2.125 -0.4854
O 3.769 0.687 5.390 -4.082 6.236 -3.416 -0.0764
O 2.371 1.506 3.631 0.191 1.118 1.564 -0.0260
C 3.073 0.665 2.759 0.079 -4.227 -0.634 -0.0647
H 4.205 3.779 6.268 0.052 0.353 -0.588 0.0899
H 3.860 2.337 7.183 -0.945 0.554 -0.807 0.1149
H 2.746 3.749 7.256 -0.699 0.292 0.143 0.0826
H 2.380 0.087 2.112 -0.214 1.158 0.148 0.0927
H 3.623 -0.255 3.173 -0.585 1.958 0.450 0.1292
H 3.743 1.225 2.178 0.870 0.796 -0.881 0.0587
C -3.439 0.001 -4.830 2.183 2.190 1.159 -0.0469
O -4.186 -0.042 -3.629 -1.130 0.655 2.878 -0.0405
C -3.917 0.882 -2.646 4.434 3.840 -1.863 -0.3856
O -3.014 1.916 -2.824 -5.587 -6.020 1.048 -0.0381
O -4.576 0.601 -1.503 0.290 0.622 -2.818 0.0050
C -4.537 1.633 -0.527 3.811 -0.522 0.792 -0.0311
H -3.503 -0.896 -5.422 -0.734 -0.112 0.012 0.0903
H -2.413 0.097 -4.443 0.137 -0.226 -0.759 0.0863
H -3.633 0.979 -5.295 -0.183 -0.696 -0.513 0.1051
H -4.971 2.557 -0.703 -1.572 1.344 -1.173 0.0813
H -3.453 1.929 -0.377 -1.102 -0.543 0.067 0.0995
H -4.912 1.177 0.344 -0.540 -0.382 1.081 0.0844
C 6.756 0.132 -1.460 -2.450 -1.518 -0.811 -0.0567
O 6.531 1.543 -1.267 -2.813 0.323 1.850 -0.0136
C 5.298 1.918 -0.739 -3.903 -2.672 1.121 -0.3657
O 4.200 1.146 -0.447 6.508 4.220 -1.853 -0.0445
O 5.328 3.253 -0.503 1.208 -0.967 -1.540 -0.0035
C 4.225 4.034 -0.073 -0.719 -0.951 1.265 -0.0444
H 6.512 -0.113 -2.485 0.013 0.440 -0.599 0.0585
H 6.017 -0.565 -0.955 1.019 1.303 0.307 0.1074
H 7.769 -0.184 -1.353 0.736 0.505 0.808 0.0811
H 3.292 3.964 -0.605 0.246 0.627 -1.790 0.0694
H 4.483 5.026 0.339 0.376 -0.604 -0.956 0.1221
H 3.812 3.483 0.714 -0.253 -0.727 2.251 0.0425
C 0.350 2.648 -3.120 -0.012 1.852 0.973 -0.0719
C 1.706 1.993 -3.280 -1.968 -1.945 -1.485 -0.2975
C 2.869 2.845 -3.566 0.961 1.120 -0.462 -0.1658
C 4.022 1.959 -3.831 -4.972 4.611 1.000 -0.2169
N 4.879 1.279 -3.974 4.948 -4.039 -0.913 0.1924
H 0.155 3.458 -3.842 0.116 -0.585 -0.312 0.0844
H 0.417 3.255 -2.175 -0.470 -0.610 -0.603 0.0724
H -0.541 1.996 -3.066 0.718 0.203 -0.028 0.0690
H 1.666 1.204 -4.043 -0.244 0.343 -0.393 0.1232
H 1.903 1.359 -2.460 0.359 -0.394 1.533 0.0700
H 3.088 3.455 -2.677 0.211 0.099 -0.405 0.1019
H 2.687 3.524 -4.439 0.285 -0.538 0.705 0.1440